DFT (the ωB97M-V functional and the def2-TZVPD basis) results for a 2-piece molecular cluster, C20H20BF4N2 overall at a distorted geometry.

The geometry in XYZ format:
```
47
Properties=species:S:1:pos:R:3:forces:R:3
H 2.3763 -7.3678 8.5439 -0.078 0.290 -0.147
C 3.9276 0.6520 6.0339 -1.307 0.424 0.453
H 4.7902 -5.9623 8.8518 -0.087 0.132 0.189
B -0.0953 -0.5031 10.0606 -0.243 0.590 0.483
C 4.0656 -5.7846 9.6601 -0.034 0.001 0.578
C -1.6327 0.0520 6.3134 0.038 0.227 0.016
C 1.7568 -3.8437 10.6764 0.005 0.097 -0.622
H 2.1155 3.1920 7.4918 0.475 -0.104 0.104
C 1.6948 -3.3745 8.3074 -0.062 -0.058 0.218
C -1.3143 1.3285 6.8433 -1.551 -0.887 -0.198
H 1.9399 -3.5638 7.2675 0.079 -0.214 0.190
H 0.4387 0.0997 10.9645 -0.077 -0.065 -0.074
C 2.1158 -4.2385 9.3575 -0.304 0.467 -0.151
H 3.9587 -6.7227 10.2195 0.124 0.126 0.018
C 3.6302 1.8731 6.6549 1.012 0.828 -0.344
H 0.5899 -2.4499 11.8646 0.322 -0.035 -0.641
C 2.3437 2.2475 7.0070 -0.422 -0.335 0.667
H -0.8809 -0.7289 6.3404 -0.514 -0.043 -0.123
H -2.1287 3.2423 7.3670 -0.463 -0.072 -0.055
F 3.0658 -1.4756 5.3894 -0.242 1.642 -0.010
F -3.1674 -1.4508 5.3217 0.184 1.414 0.738
C 2.8314 -0.1777 5.7880 -0.017 -0.969 -0.204
H -4.9642 0.4403 5.6350 -0.076 0.050 0.107
H 3.0730 -6.3866 7.2317 -0.216 -0.039 0.109
H 4.4516 -5.0106 10.3239 -0.021 -0.054 -0.046
C -2.3751 2.2685 6.9512 0.488 -0.070 0.471
H 1.3662 -6.1416 7.7236 0.193 -0.063 0.063
H 0.7001 -0.3777 5.5795 0.398 -0.211 0.114
C -3.9751 0.6897 5.9897 0.733 0.176 0.082
F 4.6744 2.7395 6.8910 -1.438 -1.102 -0.270
H 0.0044 2.3948 8.1538 -0.008 0.226 -0.291
H 2.0278 -4.4503 11.5301 -0.051 -0.046 -0.078
C 0.9797 -2.7182 10.8699 0.102 0.605 -0.155
C 1.5156 0.2167 5.9678 -0.147 0.169 0.557
H -1.2689 -0.7187 10.2476 0.002 0.007 -0.067
N 0.6626 -1.8694 9.8551 0.339 -0.491 -0.741
F -4.6836 2.8355 6.7221 1.463 -1.129 -0.282
C 1.0278 -2.2041 8.5926 -0.138 -0.157 0.474
C 2.3748 -6.3664 8.0838 -0.130 0.315 -0.406
H 4.9147 0.3763 5.7225 0.395 -0.103 0.145
H 0.7668 -1.4737 7.8075 0.182 -0.561 0.640
H -0.0045 0.2230 9.0219 0.158 -0.252 -0.068
C -0.0159 1.6777 7.3352 -0.191 0.171 -0.271
N 2.7982 -5.3974 9.0806 0.020 -0.313 -0.101
C -3.6613 1.9269 6.5517 -0.774 0.787 0.056
C 1.2433 1.3804 6.7504 1.572 -0.474 -0.789
C -2.9255 -0.2186 5.8799 0.308 -0.897 -0.338
```
Forces are in eV/Å.

## Properties
energy above the lowest of the compared OMol25 structures with the same formula, charge and spin: 0.4773 eV
2S+1: 1
E: -35581.73793 eV
total charge: +1